# F3NO2S

2 unconnected molecules or ions with the total composition F3NO2S at a distorted geometry (ωB97M-V with the def2-TZVPD basis set, the Open Molecules 2025 dataset).

Properties
**Largest force on an atom**: 1.5 eV Å⁻¹
**Calculated total energy**: -24563.79245 eV
**LUMO level (alpha / beta)**: -4.5756 / -3.3582 eV

Structure (ORCA input):
```
! RIJCOSX wB97M-V def2-TZVPD def2/J DEFGRID3
* xyz 0 1
O 1.655 -0.563 1.182
F -1.224 0.469 1.169
O 1.736 0.122 -1.193
F -1.804 -1.880 -0.484
S 1.009 -0.389 -0.078
F -1.085 1.100 -0.864
N -0.373 0.949 0.259
*
```